Entry 1:
A structure of composition C7H11CoN2O6S, computed with the ωB97M-V functional and the def2-TZVPD basis.

Its net charge is +1. The value obtained for the LUMO energy (alpha / beta) is -3.87 / -3.22 eV. The calculation puts the calculated total energy at -71158.5544 eV. The HOMO energy (alpha / beta) comes out at -11.90 / -12.02 eV. As for the multiplicity: 2. As for the gap between HOMO and LUMO (alpha / beta): 0.2953 / 0.3233 Eh.

Geometry (Å):
Co  0.5871  0.3401  1.0451
S  2.5898  -1.6707  1.5604
O  2.6754  -0.4134  -0.7012
O  2.0868  3.9724  -0.0026
O  1.7106  2.0183  1.0041
O  -0.8721  -0.8203  1.5383
O  0.0123  1.2101  -0.8521
O  2.8107  0.8069  -2.5441
N  -0.5865  -3.0436  1.7595
N  -2.4887  -2.1982  0.7622
C  2.1130  0.2937  -1.7305
C  -1.3023  -1.9900  1.3445
C  -3.3727  -1.1183  0.3497
C  0.5870  0.3251  -1.8267
C  0.4564  2.5565  -0.9627
C  2.0007  -0.6666  0.4493
C  1.4892  2.8186  0.1054
H  0.8619  2.7787  -1.9506
H  0.1548  -0.6551  -1.6351
H  0.3353  -2.8606  2.1235
H  -0.8812  -3.9939  1.6218
H  -2.8173  -3.1441  0.6666
H  -0.3947  3.2153  -0.7799
H  -3.1232  -0.2215  0.9082
H  0.3304  0.6644  -2.8288
H  -3.2823  -0.9148  -0.7176
H  -4.4016  -1.3918  0.5699
H  2.7213  4.1026  0.7234

Mulliken atomic charge list, values in e, 5 entries: Co 0.51; S -0.25; O -0.30; O -0.43; O -0.50

---

Entry 2:
A structure of composition C12H15B5F29O6Sn2, computed with the ωB97M-V functional and the def2-TZVPD basis.

Its net charge is -1. The value obtained for the LUMO energy is 1.28 eV. The calculation puts the calculated total energy at -118835.1610 eV. The HOMO energy comes out at -7.01 eV. As for the gap between HOMO and LUMO: 0.3048 Eh.

Geometry (Å):
Sn  -2.4111  0.7535  -0.6348
Sn  1.5857  0.6904  -2.5499
F  2.3377  -2.7800  0.5102
F  1.6063  4.4631  -1.0327
F  0.6019  1.4884  0.9238
F  0.3720  -2.0966  0.1466
F  -0.2059  -0.8694  -1.9832
F  -3.3599  1.8660  1.5413
F  -0.0221  1.2489  -1.1526
F  -2.6482  2.8164  0.1978
F  -1.0538  1.0876  -2.4786
F  -3.3198  -4.1654  -0.1350
F  -0.2504  -0.2341  -4.0766
F  3.8334  4.7161  0.9686
F  -3.2059  3.1064  -1.8173
F  5.2656  3.1415  1.7054
F  -1.0290  2.5092  -1.3737
F  -0.8088  -0.1835  0.4471
F  0.4539  2.9390  -2.2559
F  2.8144  3.0088  -2.3303
F  4.1873  2.8664  -0.1697
F  -4.6218  -4.1667  1.5860
F  -1.8348  1.0229  2.9908
F  1.4271  -0.2785  -0.3451
F  -5.2586  -3.2489  -0.3108
F  -1.2485  1.7612  0.9308
F  -1.8196  3.2101  2.5289
F  -2.1228  -0.7938  -3.0414
F  0.7681  -4.1997  -0.2762
F  -1.7844  4.5062  -0.7825
F  1.5940  2.3331  -0.5032
O  1.0313  -3.3718  -2.7278
O  2.0971  -1.4584  -2.1161
O  3.2888  2.2403  3.0244
O  1.7822  2.7995  1.3457
O  -3.1298  -2.1728  2.2590
O  -3.7508  -1.0653  0.3154
C  1.2729  -2.9004  -0.3149
C  0.1658  -3.6489  -4.8118
C  4.0678  3.3552  1.0419
C  1.3966  -3.2751  -4.0559
C  -2.3315  -1.1314  2.7248
C  2.2314  1.6782  3.7984
C  1.5057  -2.4606  -1.8191
C  2.9484  2.6706  1.7839
C  -3.6309  -2.1194  1.0110
C  -0.8134  -1.3102  2.4096
C  -4.2170  -3.4627  0.5407
C  2.2210  0.1978  3.5269
B  -2.1076  1.9486  2.0232
B  -0.9316  -0.1795  -2.9294
B  -2.1657  3.1943  -0.9791
B  0.3068  0.5333  0.0025
B  1.6255  3.1761  -1.5730
H  -0.1881  -4.6491  -4.5620
H  2.1246  -4.0350  -4.3400
H  2.5001  1.7608  4.8516
H  1.2012  2.0296  3.7403
H  2.1630  -0.0824  2.4751
H  1.3706  -0.1683  4.1022
H  -0.7520  -3.0800  -4.6631
H  3.0735  -0.4101  3.8297
H  -2.3560  -1.0244  3.8093
H  -0.5472  -1.7609  1.4535
H  0.3443  -3.7508  -5.8823
H  1.7641  -2.3183  -4.4269
H  -0.4304  -0.2909  2.3614
H  -2.6779  -0.1881  2.3026
H  -0.2943  -1.7877  3.2406

Mulliken atomic charge list, values in e, 5 entries: Sn 1.05; Sn 0.91; F -0.28; F -0.37; F -0.70

---

Entry 3:
A cluster of 11 separate species, C22H44Br22 in total, computed with the ωB97M-V functional and the def2-TZVPD basis.

Its net charge is +1. The value obtained for the LUMO energy (alpha / beta) is -3.31 / -8.89 eV. The calculation puts the calculated total energy at -1564454.3383 eV. The HOMO energy (alpha / beta) comes out at -12.10 / -12.10 eV. As for the multiplicity: 2. As for the gap between HOMO and LUMO (alpha / beta): 0.3230 / 0.1178 Eh.

Geometry (Å):
Br  -3.6350  -2.6206  -3.7982
Br  -3.5544  1.3193  -6.7330
Br  -1.6458  -0.7090  -1.0971
Br  6.4688  2.5259  3.1598
Br  -2.4753  -0.1820  7.0261
Br  2.6231  -1.2574  3.0322
Br  -0.4535  4.0227  3.8864
Br  -5.2580  0.4396  -2.1595
Br  0.2313  -0.4586  -4.5553
Br  6.1269  -1.4927  -0.0351
Br  -0.4415  -3.5477  0.3425
Br  1.7091  3.3167  -4.0010
Br  2.9912  5.7095  2.0925
Br  -1.9472  -4.7751  4.6673
Br  -0.3024  -5.3970  -3.2062
Br  -4.4545  1.8721  2.2759
Br  -4.8705  -4.7818  0.2067
Br  2.2250  1.6113  0.1818
Br  5.6912  1.2403  -3.2921
Br  -1.8090  3.8863  -0.5917
Br  -1.3686  -0.0451  3.5491
Br  2.8495  -2.1017  -2.2946
C  -1.4835  -3.5379  1.9925
C  1.9775  -3.8768  -2.4845
C  -1.4771  1.2969  6.1473
C  -1.8088  3.7418  1.3999
C  0.6845  -3.6785  -3.3541
C  4.4295  -1.4928  2.2121
C  -0.4696  4.1806  1.9702
C  -1.0536  -4.7615  2.8722
C  -4.4348  0.7995  -0.3406
C  4.2463  2.5448  -3.0478
C  0.3205  -0.2474  -0.8266
C  -1.3155  0.7654  -5.0096
C  3.0476  1.9594  -3.6751
C  -2.1087  0.1124  -6.1151
C  -5.3694  1.6645  0.5334
C  -0.4825  0.7689  5.1119
C  5.4107  3.9982  2.3347
C  0.4369  0.7165  0.3521
C  -4.3060  -3.3251  -1.0230
C  -4.2531  -3.8871  -2.4450
C  4.3767  -1.4344  0.7374
C  3.9203  4.0407  2.7516
H  4.8165  -2.4496  2.5625
H  3.3616  3.2141  2.3126
H  0.8387  -3.4777  -4.4144
H  0.3449  0.2786  1.3461
H  -2.2118  1.9440  5.6681
H  3.1351  1.4560  -4.6379
H  3.8069  4.0991  3.8341
H  4.1029  2.7079  -1.9797
H  4.9703  -0.6354  2.6127
H  -4.9884  -2.4838  -0.9015
H  -5.5645  2.6608  0.1368
H  0.0964  -0.0340  5.5684
H  -1.3324  -5.6962  2.3858
H  5.5237  4.0143  1.2507
H  -2.4744  -0.8362  -5.7220
H  -0.0833  5.1595  1.6862
H  2.6514  1.2751  -2.9249
H  2.6279  -4.6283  -2.9322
H  -1.0421  1.8216  6.9980
H  3.7994  -2.2229  0.2546
H  -2.6301  4.3224  1.8200
H  0.2128  1.5509  4.8068
H  -0.9725  1.7630  -5.2836
H  0.8040  -1.2044  -0.6305
H  4.6058  3.3900  -3.6348
H  5.8241  4.9295  2.7218
H  0.0284  -2.9168  -2.9329
H  1.7520  -4.3250  -1.5169
H  0.0285  -4.7568  3.0037
H  -6.2234  1.0574  0.8339
H  -0.3702  1.4483  0.3153
H  -4.2868  -0.2168  0.0246
H  0.6598  0.2686  -1.7248
H  -2.5354  -3.6413  1.7262
H  -3.6685  -4.8064  -2.4106
H  -3.3707  -2.8916  -0.6690
H  4.0718  -0.4479  0.3881
H  -3.4677  1.2634  -0.5348
H  0.2534  3.4267  1.6590
H  -5.2833  -4.0782  -2.7452
H  -1.2133  -2.6553  2.5723
H  -1.5345  -0.0759  -7.0223
H  -2.0626  2.6902  1.5328
H  -1.9883  0.8156  -4.1534

Mulliken atomic charge list, values in e, 5 entries: Br -0.10; Br -0.14; Br 0.41; Br -0.15; Br -0.17

---

Entry 4:
A cluster of 2 separate species, C4H11N2O7S2 in total, computed with the ωB97M-V functional and the def2-TZVPD basis.

Its net charge is -1. The value obtained for the LUMO energy is 3.34 eV. The calculation puts the calculated total energy at -43311.9561 eV. The HOMO energy comes out at -5.94 eV. As for the gap between HOMO and LUMO: 0.3408 Eh.

Geometry (Å):
S  1.1407  -1.8020  -1.0709
S  -0.0954  2.9318  0.2449
O  2.5758  -2.0300  -1.0476
O  -2.3051  0.5640  -0.2404
O  0.4562  2.1800  1.3451
O  0.2073  4.3394  0.2224
O  0.9187  -0.4500  -1.6355
O  0.3263  -2.9292  -1.4706
O  -1.6906  2.8433  0.4379
N  -1.9599  -1.6874  -0.4079
N  -0.4453  -0.3674  0.6461
C  -1.5895  -0.4184  -0.1050
C  0.5262  -1.4076  0.6885
C  0.0332  2.1736  -1.4174
C  1.8127  -0.8935  1.3981
H  0.3490  1.1240  -1.3178
H  0.0164  0.5374  0.8308
H  2.3784  -1.7082  1.7910
H  0.7678  2.6945  -1.9576
H  0.1137  -2.3223  1.0066
H  2.2767  -0.3629  0.4544
H  -1.1431  -2.3846  -0.3899
H  -2.5770  -1.9853  -1.0638
H  -2.0272  1.8149  0.2576
H  -0.8890  2.3483  -1.9669
H  1.4315  -0.2033  2.1934

Mulliken atomic charge list, values in e, 5 entries: S 1.09; S 1.19; O -0.68; O -0.68; O -0.70

---

Entry 5:
The molecule C2H2ClF3, computed with the ωB97M-V functional and the def2-TZVPD basis.

The value obtained for the LUMO energy is 0.80 eV. The calculation puts the calculated total energy at -22781.0390 eV. The HOMO energy comes out at -11.94 eV. Its SMILES is FCC(F)(F)Cl. As for the gap between HOMO and LUMO: 0.4683 Eh.

Geometry (Å):
Cl  1.1539  0.1489  1.8020
F  0.1593  -1.6558  0.4874
F  1.5309  -0.4295  -0.6769
F  -1.5230  0.7819  0.4892
C  0.4921  -0.3937  0.2353
C  -0.5600  0.3972  -0.3822
H  -0.2088  1.3313  -0.7486
H  -1.0444  -0.1802  -1.2061

Mulliken atomic charge list, values in e, 5 entries: Cl -0.15; F -0.22; F -0.23; F -0.26; C 0.69